No. 1
Molecular formula: C26H40NP2S3SbTl
Method: DFT, ωB97M-V with the def2-TZVPD basis set

Last column: Löwdin charge in e.
Atoms and positions in Å:
Tl -1.73522 2.08603 -1.42772  0.246
Sb -3.68652 3.42562 -3.95308  -0.059
S -2.33987 5.27835 -4.26705  -0.419
S -2.39739 1.44778 -4.18074  -0.383
S -4.42209 3.28300 -1.71319  -0.409
P 1.91623 0.69811 -0.71891  1.094
P -2.27291 -0.87037 -0.60972  1.010
N -0.35418 0.37220 1.10159  -0.006
C -3.71046 -1.94358 -1.12372  -0.550
C 0.97689 3.27540 2.99036  -0.071
C 4.37248 -0.14757 0.70189  -0.121
C -2.28931 -0.99450 1.21721  -0.302
C 4.29539 2.13850 -1.79987  -0.133
C -3.16939 -1.81655 3.34413  -0.316
C 3.17346 -0.56986 -0.14267  -0.545
C -3.21631 -1.71877 1.95628  -0.080
C 0.43609 1.38537 1.53366  -0.349
C -0.59137 -1.98278 -2.54154  -0.122
C -2.11781 -1.16866 3.98712  -0.084
C 2.46360 2.70063 1.23529  -0.082
C 2.78512 1.89805 -1.87769  -0.543
C 2.18469 3.50379 2.33397  -0.308
C 3.11663 4.61560 2.74518  -0.081
C 3.60587 -1.44308 -1.32292  -0.138
C -0.36868 -3.05651 -0.25542  -0.107
C -1.24909 -0.27594 1.88022  -0.328
C -1.18841 -0.42118 3.29082  -0.046
C -0.70355 -1.78423 -1.02940  -0.561
C -4.12418 -1.59689 -2.55759  -0.146
C -3.58379 -3.45838 -0.95868  -0.132
C 1.62751 1.67369 0.80640  -0.308
C 2.43286 1.49813 -3.31606  -0.142
C 0.12513 2.26121 2.60353  -0.041
C -4.21463 -2.57951 4.11702  -0.084
H -0.82955 2.15049 3.10061  0.102
H 4.84788 1.23438 -2.06442  0.055
H 3.37229 2.90733 0.68281  0.085
H 4.57173 2.90971 -2.52665  0.070
H -3.39778 -1.97663 -3.27947  0.061
H 4.10134 -2.35452 -0.97342  0.067
H -0.91654 -3.92307 -0.63037  0.052
H 2.98266 0.59883 -3.61041  0.064
H 5.09757 0.42433 0.12229  0.052
H 4.06311 0.45464 1.55594  0.063
H 4.88580 -1.03722 1.08485  0.067
H -0.58320 -2.94666 0.80910  0.069
H -4.55925 -3.93333 -1.11353  0.069
H -3.21602 -3.74869 0.02524  0.057
H -4.18737 -0.52000 -2.71474  0.029
H 2.96127 4.89171 3.79013  0.061
H 1.36827 1.29726 -3.43954  0.056
H -0.85492 -1.07141 -3.08441  0.045
H -1.24697 -2.78521 -2.89225  0.056
H -4.51128 -1.58501 -0.46778  0.092
H -2.90179 -3.86585 -1.70740  0.057
H 2.53161 -1.18524 0.50152  0.096
H -2.02234 -1.25350 5.06751  0.098
H 0.70029 -3.27383 -0.36046  0.064
H 0.43441 -2.25285 -2.81301  0.061
H -0.37435 0.04365 3.83138  0.093
H -3.76252 -3.28545 4.82009  0.063
H -4.85740 -3.14790 3.44212  0.063
H 4.31080 -0.91207 -1.96745  0.055
H 2.96644 5.51675 2.14195  0.070
H -4.85860 -1.91169 4.69820  0.066
H 2.69223 2.30159 -4.01139  0.073
H 2.27231 2.84178 -1.66449  0.102
H -4.02530 -2.22822 1.44543  0.083
H -5.09634 -2.04460 -2.79046  0.069
H 4.63981 2.47069 -0.82305  0.045
H 0.02555 -1.02368 -0.74212  0.001
H 0.68787 3.92276 3.81445  0.099
H 4.16215 4.31936 2.63025  0.064
H 2.74936 -1.73171 -1.93569  0.053

Force components x, y, z for each atom (eV/Å):
0.1 0.2 -0.1
0.3 -0.1 0.2
-0.2 -0.1 -0.1
-0.1 0.1 0.0
0.0 -0.1 -0.2
0.0 0.2 0.1
0.0 -0.2 0.3
0.1 0.0 0.0
0.0 0.1 0.0
0.0 0.0 0.0
0.0 0.0 0.0
0.0 -0.1 0.0
-0.1 0.1 0.0
0.0 0.0 0.0
-0.1 -0.1 0.0
0.0 0.0 0.0
-0.1 -0.1 0.0
0.0 0.0 0.1
0.0 0.0 0.0
-0.1 0.0 0.0
0.1 -0.1 0.0
0.0 0.0 0.0
0.0 0.0 0.0
0.0 0.0 0.0
0.0 0.0 0.0
0.0 -0.1 0.0
0.0 0.0 0.0
-0.1 0.0 -0.2
0.0 0.0 0.0
0.0 0.0 0.0
0.1 0.1 0.0
-0.1 0.1 0.0
0.0 0.0 0.0
0.0 0.0 0.0
0.0 0.0 0.0
0.0 0.0 0.0
0.1 0.0 0.0
0.0 0.0 0.0
0.0 0.0 0.0
0.0 0.0 0.0
0.0 0.0 0.0
0.0 0.0 0.0
0.0 0.0 0.0
0.0 0.0 0.0
0.0 0.0 0.0
0.0 0.0 0.0
0.0 0.0 0.0
0.0 0.0 0.0
0.0 0.0 0.0
0.0 0.0 0.0
0.0 0.0 0.1
0.0 0.0 0.0
0.0 0.0 0.0
0.0 0.0 0.0
0.0 0.0 0.0
0.0 0.0 0.0
0.0 0.0 0.0
0.0 0.0 0.0
0.0 0.0 0.0
0.0 0.0 0.0
0.0 0.0 0.0
0.0 0.0 0.0
0.0 0.0 0.0
0.0 0.0 0.0
0.0 0.0 0.0
0.1 0.0 0.0
0.0 0.0 0.0
0.0 0.0 0.0
0.0 0.0 0.0
0.0 0.0 0.1
-0.1 -0.1 0.0
0.0 0.0 0.0
0.0 0.0 0.0
0.0 0.0 0.0

Summary:
E_HOMO (spin up / spin down) in eV: -1.2 / -1.4
E in hartree: -3359.5983
E_LUMO (spin up / spin down) in Eh: 0.15847 / 0.14860
M in g/mol: 850.91
Expectation value of S²: 0.763
Charge: -2
Multiplicity: 2
Gap between HOMO and LUMO (spin up / spin down) in eV: 5.53 / 5.43



No. 2
Molecular formula: C20H50BO25
Method: DFT, ωB97M-V with the def2-TZVPD basis set

Last column: Löwdin charge in e.
Atoms and positions in Å:
O -19.17235 -2.67733 28.57394  0.117
O -19.52216 -4.15042 20.20408  -0.039
O -27.14846 -8.78987 25.30146  -0.068
O -20.09589 -0.97841 26.39726  0.154
O -20.32365 -4.29842 27.30023  0.208
O -24.01696 -0.32623 23.35738  -0.039
O -20.73952 -2.82790 25.53245  0.262
O -25.15686 -10.62947 24.26297  -0.073
O -20.85529 -5.30738 25.15154  0.243
O -17.51881 -4.65304 29.48497  -0.064
O -22.04927 -4.16716 21.68175  -0.051
O -22.14696 -6.70803 23.94939  0.077
O -25.81488 -4.41647 21.86562  -0.079
O -28.66292 -5.67828 28.76372  -0.048
O -18.88391 -9.17308 28.39386  -0.050
O -24.23435 -5.70799 25.79596  0.151
O -17.45011 3.71152 26.81428  -0.057
O -24.81807 -5.65614 30.96009  -0.041
O -22.58388 -5.44862 29.45195  -0.066
O -22.56326 -4.30173 26.39978  0.229
O -28.61530 -6.66352 25.88226  -0.081
O -25.72868 -7.42568 21.14591  -0.086
O -26.17285 -2.44406 24.43493  -0.058
O -17.56917 0.63347 26.03436  -0.089
O -20.50839 -8.65890 25.81652  -0.083
C -17.82789 3.12452 25.58605  -0.272
C -25.72986 -8.55836 25.40047  -0.215
C -23.10154 -5.30776 25.75781  -0.371
C -24.98990 -9.22766 24.24640  -0.247
C -19.28856 -7.94379 26.20179  -0.180
C -18.42711 -8.83413 27.13462  -0.278
C -23.32734 -4.23190 29.71558  -0.202
C -23.89375 -1.58612 23.98457  -0.278
C -20.89318 -3.57939 22.13888  -0.261
C -27.56185 -5.55505 27.98334  -0.251
C -21.97012 -5.84866 24.86351  -0.365
C -20.20605 -2.17253 26.42311  -0.473
C -19.84476 -3.07831 27.61417  -0.285
C -25.15423 -5.50588 22.54390  -0.209
C -24.09704 -4.49718 31.05298  -0.278
C -19.71620 -4.34182 21.57610  -0.264
C -27.95567 -5.47272 26.40020  -0.154
C -24.88689 -1.98835 24.94914  -0.221
C -24.68131 -6.51573 21.56999  -0.222
C -18.47062 1.77444 25.72448  -0.222
B -21.15082 -4.16193 26.06003  -0.822
H -25.11728 -3.79830 21.63578  0.065
H -18.13651 -0.11216 25.82520  0.033
H -24.45149 -2.92677 25.29249  0.100
H -25.81421 -5.90485 23.31419  0.130
H -29.52160 -6.52430 26.16657  0.090
H -24.86311 -3.74781 31.25214  0.118
H -20.09327 -4.77476 19.75060  0.085
H -25.29980 -8.92153 26.33388  0.118
H -19.18972 1.90656 26.53289  0.117
H -20.96483 -3.70687 23.21903  0.102
H -24.17016 -6.20105 20.66016  0.119
H -29.02114 -6.56229 28.65512  0.091
H -27.00152 -5.39179 25.87948  0.085
H -24.01309 -7.21837 22.06787  0.101
H -22.14504 -3.92058 20.75891  0.092
H -26.87801 -4.79006 28.35112  0.114
H -23.81774 -2.37513 23.23638  0.105
H -23.26611 -4.37028 31.74693  0.113
H -21.07482 -8.28538 25.13737  0.039
H -19.52357 -7.01189 26.71600  0.106
H -24.24115 -6.15157 30.37418  0.070
H -16.71308 3.27608 27.24875  0.089
H -17.14154 -4.56513 28.60966  0.021
H -24.86282 -1.31830 25.80853  0.138
H -28.41452 -4.53617 26.08326  0.113
H -26.00179 -3.23655 23.92082  0.044
H -22.05398 -5.29081 28.66717  0.057
H -17.46968 -8.36786 27.36705  0.117
H -25.49997 -7.49290 25.40807  0.077
H -18.65299 -7.85462 25.32077  0.115
H -25.33467 -8.16040 20.66994  0.073
H -20.71771 -2.53131 21.89631  0.134
H -27.58991 -8.09913 25.80106  0.017
H -18.86374 -4.07760 22.20188  0.124
H -19.49148 -9.91451 28.34161  0.088
H -18.98119 1.49777 24.80205  0.117
H -25.45109 -9.03094 23.27856  0.106
H -24.78417 -10.80456 23.39577  0.073
H -18.15093 -3.93692 29.54688  -0.015
H -23.91505 -4.08106 28.81008  0.106
H -19.87849 -5.39537 21.80365  0.124
H -23.91562 -9.04333 24.23897  0.112
H -22.89444 -1.64192 24.41628  0.124
H -18.13247 -9.75932 26.63934  0.113
H -24.32963 -4.89747 22.91533  0.096
H -24.90728 -0.17125 23.03350  0.085
H -22.76307 -3.32326 29.92552  0.114
H -26.89180 -6.39842 28.15028  0.111
H -18.55230 3.72754 25.03859  0.120
H -16.97898 2.97888 24.91803  0.115

Force components x, y, z for each atom (eV/Å):
-2.2 -1.6 -2.3
0.2 0.3 -0.4
1.4 -0.5 -0.1
0.8 0.7 0.2
0.2 1.1 0.7
0.2 0.5 0.1
-3.1 -4.3 -3.9
0.3 -1.1 0.3
1.1 1.8 0.6
0.5 -0.6 0.4
-2.0 0.1 -1.1
0.6 2.6 3.1
-1.2 0.2 -0.2
-1.9 0.2 1.4
-1.0 -0.1 1.2
0.8 0.6 0.2
-0.5 0.8 0.0
0.2 -1.4 0.3
-0.1 0.9 0.7
-0.1 1.1 0.6
0.0 1.8 1.2
-0.9 0.7 0.0
0.3 1.8 0.6
-0.6 2.0 -0.4
1.0 -0.5 1.2
1.1 -1.4 -0.4
-0.1 -0.1 -0.5
-0.6 -0.8 -1.0
-1.0 0.2 -0.1
-0.6 -1.5 0.1
0.6 -0.2 -0.8
-0.7 -0.4 0.3
1.3 0.3 -2.1
1.5 -0.3 0.7
1.1 -0.7 -2.9
-2.3 -4.5 -4.0
1.4 3.3 3.6
1.7 0.7 1.4
0.3 2.0 -0.9
0.3 2.2 -1.9
0.0 -0.6 1.9
2.3 0.0 1.1
-0.6 -2.5 1.1
0.4 -3.2 -0.2
0.1 -1.3 0.7
1.4 -0.5 0.7
-0.1 0.1 -0.2
0.0 -0.3 0.3
0.3 0.0 0.8
0.2 -0.1 -0.1
-0.4 -0.5 -0.2
0.4 0.7 0.0
0.1 0.0 -0.1
-0.1 -0.4 0.3
-0.3 -0.5 0.1
0.6 0.3 0.0
0.0 0.9 0.3
0.0 0.0 0.1
0.2 -0.4 -0.1
0.7 0.6 0.5
-0.2 -0.1 -0.2
-0.6 0.9 -0.4
-0.2 -0.2 -0.6
-0.2 -0.9 0.9
0.5 0.7 -0.2
0.1 0.1 -0.3
-0.2 -1.1 -0.1
0.0 -0.4 -0.4
0.0 0.1 -0.1
-1.2 0.1 -0.1
-0.8 -0.2 0.5
0.0 -0.2 -0.3
0.2 -0.1 -0.1
0.0 0.7 -0.5
-0.1 0.0 -0.3
-0.1 0.7 -0.1
0.1 0.1 0.1
-0.6 0.3 -0.1
-0.2 0.2 -0.1
0.6 0.3 -0.6
-0.2 0.1 -0.1
-0.2 0.3 -0.1
0.1 1.5 0.0
-0.1 -1.0 0.1
-0.3 0.3 -0.1
-0.6 0.3 0.3
-0.1 -0.2 -0.1
0.0 0.7 0.2
0.0 0.5 0.4
-0.2 -0.1 -0.6
0.7 -1.4 1.0
-0.2 -0.3 0.1
0.7 -0.1 -0.3
0.0 -0.7 -0.5
0.0 0.5 0.5
0.4 0.3 -0.1

Summary:
E_HOMO in eV: -7.6
E in hartree: -2697.9931
E_LUMO in Eh: 0.06819
M in g/mol: 701.41
Relative energy (zero: lowest compared OMol25 entry of this formula, charge and spin) in kcal per mole: 18.9
Charge: -1
Gap between HOMO and LUMO in eV: 9.42



No. 3
Molecular formula: C20H11F5N5O2RuS2
Method: DFT, ωB97M-V with the def2-TZVPD basis set

Last column: Löwdin charge in e.
Atoms and positions in Å:
Ru 0.60989 0.57761 -0.36561  1.100
S -1.93222 0.68019 -2.12758  0.611
S 1.00948 2.60210 -1.06687  0.928
F 2.55756 0.10388 -1.18086  -0.012
F 2.95023 4.75550 -1.83132  0.139
F 5.15203 -0.21040 -1.89671  0.168
F 5.53046 4.43564 -2.53584  0.173
F 6.63584 1.97530 -2.57311  0.186
O -2.73281 -0.04769 -3.05393  -0.238
O -1.64300 2.06710 -2.30135  -0.308
N -0.39679 -0.01535 5.38608  0.164
N 0.26279 -1.52169 -0.47801  -0.011
N -0.46160 -0.07972 -1.95096  -0.225
N 1.33790 0.42451 1.44627  0.005
N 1.22946 -0.66283 3.61673  0.140
C 0.47232 -2.69371 0.12645  -0.075
C 3.31878 1.20533 -1.50868  -0.178
C -0.48561 -1.43096 -1.58386  -0.386
C 4.62509 0.99938 -1.87642  -0.131
C 1.22681 -0.10587 2.50275  -0.308
C -3.07189 -0.09002 2.20827  -0.224
C -1.59171 0.81125 0.53092  -0.168
C 3.47814 3.54515 -1.83797  -0.217
C -0.10865 -3.83668 -0.37940  -0.028
C 2.70492 2.44436 -1.47154  -0.433
C 4.80449 3.38586 -2.20495  -0.121
C 0.34728 -0.30781 4.55660  -0.323
C 5.37719 2.11959 -2.22539  -0.107
C -3.92301 -0.49876 1.18101  0.018
C -3.63827 -0.25239 -0.15715  -0.008
C -3.44888 -0.32337 3.64216  -0.023
C -1.88415 0.55701 1.86610  -0.003
C -1.11945 -2.52569 -2.14630  0.029
C -0.91275 -3.74106 -1.51614  -0.012
C -2.48131 0.42552 -0.47162  -0.277
H -1.22768 0.90867 2.65135  0.109
H -0.79265 1.58465 0.33854  0.052
H -1.37922 -4.63112 -1.91693  0.125
H -4.26836 0.34151 3.92127  0.100
H -4.83765 -1.01944 1.43717  0.133
H 0.05636 -4.78556 0.10864  0.119
H -4.30244 -0.57646 -0.94731  0.129
H -3.79660 -1.34596 3.78802  0.094
H -2.61793 -0.13528 4.31808  0.045
H 1.09605 -2.69326 1.01059  0.122
H -1.72843 -2.41904 -3.03119  0.124

Force components x, y, z for each atom (eV/Å):
0.1 0.1 0.4
0.1 -0.1 0.1
0.1 0.0 0.0
0.0 0.1 0.0
0.0 0.0 0.0
0.0 0.0 0.0
0.0 0.0 0.0
0.0 0.0 0.0
-0.1 -0.1 0.1
0.0 0.0 0.0
0.0 -0.1 0.0
-0.3 0.1 0.1
0.1 0.0 -0.4
0.0 -0.2 -0.2
-0.1 -0.1 -0.1
0.0 0.0 0.0
0.0 -0.1 0.0
0.0 0.0 0.0
0.0 0.1 0.0
0.1 0.1 0.2
0.0 0.0 0.0
0.0 -0.3 0.1
0.0 0.0 0.0
0.0 0.0 0.0
-0.1 0.0 -0.1
0.0 0.0 0.0
0.1 0.1 0.0
0.0 0.0 0.0
0.0 0.0 0.0
0.0 0.0 0.0
0.0 0.0 0.0
-0.1 0.0 0.0
0.1 0.0 -0.1
0.0 0.0 0.0
0.0 0.1 -0.1
0.0 0.0 0.0
-0.1 0.3 -0.1
0.0 0.0 0.0
0.0 0.0 0.0
0.0 0.0 0.0
0.0 0.0 0.0
0.0 0.0 0.0
0.0 0.0 0.0
0.0 0.0 0.0
0.0 0.0 0.0
0.0 0.0 0.0

Summary:
E_HOMO (spin up / spin down) in eV: -12.6 / -12.4
E in hartree: -2583.2399
E_LUMO (spin up / spin down) in Eh: -0.23901 / -0.24817
M in g/mol: 613.53
Charge: +1
Gap between HOMO and LUMO (spin up / spin down) in eV: 6.07 / 5.65



No. 4
Molecular formula: C5H15N2
Method: DFT, ωB97M-V with the def2-TZVPD basis set

Last column: Löwdin charge in e.
Atoms and positions in Å:
N 0.38438 -1.15877 1.66514  0.065
N 0.66594 0.12502 -0.98620  -0.186
C 0.74249 -0.45917 -2.38773  0.040
C -0.65328 -0.16624 -0.34660  -0.104
C 1.09032 1.59626 -1.00331  0.043
C -1.80175 0.05068 1.88980  -0.055
C -0.46209 -0.10349 1.18116  -0.454
H 1.34485 -0.22281 -0.30058  0.153
H 2.04408 1.66910 -0.48497  0.111
H -2.10175 1.09459 1.95122  0.084
H 1.20534 1.96314 -2.01424  0.104
H 0.57216 -1.52782 -2.27322  0.108
H 0.01607 0.06154 -3.00033  0.115
H 1.76865 -0.28401 -2.66711  0.103
H -0.10368 0.92792 1.35846  0.134
H -1.77930 -0.14058 2.96671  0.092
H 0.95058 -0.97039 2.47126  0.089
H -2.62337 -0.52214 1.46547  0.087
H -1.00784 -1.15742 -0.61515  0.141
H 0.34375 2.07614 -0.37990  0.094
H -0.22709 -1.89199 1.99934  0.092
H -1.32351 0.62824 -0.67255  0.144

Force components x, y, z for each atom (eV/Å):
0.0 -0.6 -0.5
0.3 0.4 -0.4
0.8 -0.2 1.8
0.1 0.6 1.0
-0.5 -0.7 0.8
-0.9 0.2 0.7
-0.9 2.1 0.4
0.0 -1.2 -0.6
0.0 0.0 -0.1
-0.2 0.2 -0.7
-0.4 0.1 -0.1
-0.2 0.1 -0.4
0.0 -0.1 -0.1
0.2 0.0 -0.7
1.1 -0.7 0.1
0.5 -0.6 -0.2
0.3 0.7 0.2
0.0 -0.1 -0.1
0.1 0.0 -0.4
0.0 0.7 -0.4
0.0 -0.4 -0.3
-0.3 -0.3 -0.1

Summary:
E_HOMO in eV: -13.8
E in hartree: -308.7534
E_LUMO in Eh: -0.10004
M in g/mol: 103.19
Relative energy (zero: lowest compared OMol25 entry of this formula, charge and spin) in kcal per mole: 24.6
Charge: +1
SMILES: C[C@@H](N)C[NH+](C)C
Gap between HOMO and LUMO in eV: 11.10